Here is a cluster of 11 separate species, C37H101O35P7 in total in a non-equilibrium geometry from the Open Molecules 2025 dataset. Energies are from ωB97M-V/def2-TZVPD.

## Properties
* HOMO level: -9.630 eV
* molar mass: 1322.998 g/mol
* structure (SMILES): COP(=O)(OC)OC.COP(=O)(OC)OC.COP(=O)(OC)OC.COP(=O)(OC)OC.COP(=O)(OC)OC.COP(=O)(OC)OC.COP(=O)(OC)OC.C1CCOC1.COCCOC.COCCOC.COCCOC
* HOMO-LUMO gap: 9.72 eV
* charge: 0

CARTESIAN COORDINATES (ANGSTROEM)
C 5.917560 -6.236690 -6.963760
O 6.635470 -6.929500 -5.939160
P 7.793350 -6.275940 -5.033900
O 8.843810 -5.634390 -5.882970
O 7.101820 -5.374360 -3.905910
C 7.842970 -4.393240 -3.290490
O 8.389640 -7.623940 -4.186090
C 7.656320 -8.196280 -3.122060
H 6.135670 -5.170730 -6.898410
H 4.869910 -6.273580 -6.665190
H 6.202210 -6.591230 -7.954400
H 7.744720 -3.452220 -3.831720
H 8.887150 -4.674970 -3.154820
H 7.368870 -4.210660 -2.326130
H 6.652990 -7.771840 -3.086180
H 8.051340 -8.068190 -2.114260
H 7.642080 -9.265230 -3.334730
C 1.229470 -13.432400 -11.867110
O 1.070470 -13.187490 -10.470010
P 1.684270 -11.831400 -9.867470
O 1.422880 -11.698060 -8.430910
O 1.126070 -10.545480 -10.772520
C -0.267260 -10.558620 -11.088780
O 3.266010 -11.815990 -10.207600
C 4.233300 -12.618660 -9.419510
H 1.359940 -12.544780 -12.486130
H 0.309970 -13.914820 -12.198600
H 2.100610 -14.087240 -11.887290
H -0.763130 -11.472840 -10.762580
H -0.342000 -10.429290 -12.168500
H -0.849860 -9.775040 -10.604340
H 4.001040 -12.444420 -8.368890
H 5.252780 -12.235700 -9.465340
H 4.139970 -13.666980 -9.703090
C -9.230350 -5.813150 -12.534600
O -8.578620 -7.081170 -12.262100
P -9.078000 -7.960870 -10.996630
O -8.306160 -9.216350 -10.908600
O -10.703580 -8.181650 -11.271780
C -11.194550 -8.613170 -12.532870
O -9.034080 -6.979340 -9.749370
C -8.982490 -7.583570 -8.481140
H -9.530610 -5.726690 -13.578850
H -8.478740 -5.035780 -12.397210
H -10.083630 -5.710450 -11.864180
H -10.550350 -8.392510 -13.384000
H -11.967980 -7.879370 -12.759700
H -11.649420 -9.603280 -12.562470
H -9.480030 -8.552620 -8.519790
H -9.357640 -6.980970 -7.653950
H -7.926800 -7.842120 -8.398820
C 0.310210 -20.749400 -15.317750
O 0.095600 -21.942720 -16.095430
P -1.315920 -22.690460 -16.221840
O -1.214510 -23.971810 -16.983000
O -1.933170 -22.765790 -14.695940
C -1.770990 -23.892500 -13.868290
O -2.158750 -21.533360 -16.982650
C -3.464580 -21.839870 -17.463600
H 1.088770 -20.770070 -14.555170
H -0.577680 -20.487570 -14.742260
H 0.438130 -19.875570 -15.956600
H -2.743630 -24.383320 -13.834100
H -1.521910 -23.691680 -12.826310
H -0.986350 -24.614410 -14.094800
H -3.368880 -21.458690 -18.480280
H -4.164540 -21.269860 -16.852670
H -3.786640 -22.881170 -17.455240
C 1.371770 -5.117180 -18.735370
O 2.168650 -4.810050 -17.616600
P 1.597200 -5.255120 -16.123860
O 2.413580 -4.746440 -14.967480
O 1.566900 -6.874020 -16.216350
C 2.831790 -7.550290 -16.330870
O 0.079000 -4.772480 -15.974310
C -0.511820 -4.709400 -14.752100
H 0.891180 -4.173810 -18.994570
H 0.598830 -5.850420 -18.505090
H 2.024990 -5.512910 -19.513060
H 2.888060 -8.263290 -17.153410
H 2.939310 -8.076620 -15.382440
H 3.774370 -7.004630 -16.287430
H 0.235230 -4.848420 -13.970630
H -1.333310 -5.409010 -14.597830
H -0.964120 -3.730650 -14.592180
C -3.505950 -17.062900 2.248170
O -4.181660 -16.499900 1.163840
P -3.586310 -16.528730 -0.394310
O -4.478400 -16.045030 -1.490940
O -2.144370 -15.755520 -0.271800
C -1.420870 -15.273680 -1.384600
O -3.009240 -18.060670 -0.558880
C -3.826760 -19.186820 -0.915550
H -4.033280 -16.887250 3.185810
H -2.474060 -16.711760 2.251110
H -3.453350 -18.141990 2.103670
H -0.490570 -15.772220 -1.656810
H -1.003640 -14.313360 -1.081620
H -1.901600 -15.008780 -2.326310
H -3.266900 -19.701430 -1.696470
H -4.812360 -18.912830 -1.291870
H -4.023090 -19.834500 -0.061110
C -4.161340 -16.486590 -8.450260
O -4.094670 -17.840090 -7.990010
P -3.559990 -19.045930 -8.887030
O -3.725610 -20.433950 -8.331350
O -4.176560 -18.765360 -10.383570
C -5.514080 -19.125840 -10.658210
O -2.001390 -18.582500 -9.113930
C -1.136190 -18.291690 -8.002970
H -4.971730 -15.995550 -7.911510
H -4.305260 -16.377650 -9.525210
H -3.229930 -16.007990 -8.147730
H -5.926090 -18.691160 -11.568920
H -6.165520 -18.921030 -9.808630
H -5.531590 -20.198530 -10.850920
H -0.495970 -17.414600 -8.097450
H -0.509980 -19.159330 -7.795230
H -1.741680 -18.104240 -7.116210
C 13.341810 -14.367230 -12.885140
O 12.837640 -15.497980 -12.122790
C 11.849650 -15.082100 -11.201640
C 12.461110 -14.356550 -9.934680
O 12.601070 -12.920850 -10.142540
C 12.863920 -12.192000 -8.927780
H 13.834460 -14.756520 -13.776120
H 14.101450 -13.847010 -12.301700
H 12.622440 -13.651960 -13.283890
H 11.301240 -15.985250 -10.933940
H 11.090900 -14.497160 -11.721480
H 13.434100 -14.841690 -9.857080
H 11.817190 -14.663030 -9.110330
H 13.850960 -12.264870 -8.471120
H 12.221440 -12.594230 -8.144490
H 12.712380 -11.125660 -9.095260
C 4.525430 -14.182100 -17.868120
O 3.199490 -14.218190 -18.179520
C 3.078180 -14.447560 -19.587420
C 1.590150 -14.576450 -20.008380
O 0.737060 -13.554930 -19.487270
C 0.755290 -12.340080 -20.233150
H 4.986000 -13.315750 -18.342890
H 5.167080 -15.029270 -18.110390
H 4.591820 -13.995730 -16.796230
H 3.654540 -15.319040 -19.897950
H 3.480900 -13.582550 -20.114360
H 1.177080 -15.488460 -19.577440
H 1.524480 -14.679160 -21.091540
H 0.419150 -12.504080 -21.256980
H 1.783890 -11.992040 -20.138520
H 0.068140 -11.619430 -19.789770
C 6.183570 -19.194370 -4.977600
O 5.808170 -19.601040 -6.284410
C 6.771150 -20.326270 -7.020340
C 6.244320 -20.752170 -8.387840
O 5.315610 -21.862160 -8.277360
C 4.736420 -22.325980 -9.440040
H 6.132490 -20.118010 -4.401070
H 5.463470 -18.503360 -4.539330
H 7.235830 -18.910910 -4.955030
H 6.951940 -21.273670 -6.512550
H 7.651550 -19.693500 -7.132590
H 6.985980 -21.051260 -9.128490
H 5.741900 -19.910170 -8.864010
H 4.267140 -23.275540 -9.182670
H 5.396080 -22.484250 -10.293220
H 3.894080 -21.676760 -9.678930
C -5.321570 -13.436170 -15.873330
C -6.595380 -12.686190 -16.411800
C -7.392070 -13.812310 -17.058700
O -6.692650 -14.964280 -16.726340
C -5.332240 -14.754520 -16.637240
H -5.522390 -13.611660 -14.816460
H -4.393100 -12.865260 -15.883520
H -6.297390 -11.909670 -17.116300
H -7.191880 -12.175620 -15.655760
H -7.466650 -13.753010 -18.144530
H -8.415330 -13.962280 -16.714390
H -4.787090 -14.769150 -17.581010
H -4.900310 -15.585490 -16.079530

Forces on the atoms, in the same order (eV/Å):
0.04 1.28 0.88
0.65 -0.17 1.55
2.00 -1.86 -1.17
-1.40 -0.60 1.74
-1.06 -2.16 -1.81
0.54 1.77 1.22
-0.47 2.91 -1.49
-0.92 -0.43 -0.05
0.33 0.10 -0.27
-0.09 -0.58 -0.66
-0.34 -0.25 0.26
0.36 -0.04 -0.21
0.00 0.13 -0.04
0.21 -0.14 0.17
-0.19 -0.34 -0.05
0.68 0.37 -0.23
-0.34 0.00 0.16
0.04 -0.66 0.01
-0.04 1.65 0.39
0.64 1.35 0.51
-0.24 -0.31 -0.45
1.04 -2.07 1.03
-0.51 -0.13 -0.19
-0.09 -0.26 -0.34
-1.27 0.80 0.61
0.24 0.14 0.28
0.24 -0.26 -0.03
-0.15 -0.06 -0.84
0.15 -0.24 -0.25
-0.17 -0.12 0.04
0.58 0.35 0.15
-0.40 -0.48 0.06
-0.23 0.13 -1.05
0.17 0.14 0.07
0.50 -0.12 0.23
-0.75 -0.11 0.84
-0.55 -1.03 -1.97
-0.61 1.07 0.27
2.14 0.27 0.89
-0.85 1.49 -0.84
-1.02 0.71 -1.63
1.10 -1.68 0.47
-0.15 -0.54 0.03
-0.19 0.06 0.38
0.03 0.39 -0.18
0.77 -0.72 0.28
-0.63 -0.24 0.15
0.53 -0.05 0.34
-0.36 0.10 0.31
0.04 0.28 -0.52
0.02 0.10 0.94
-1.35 0.82 0.30
0.05 -0.11 0.64
0.36 -0.44 -0.63
-0.28 1.69 1.52
0.96 0.93 -1.90
-0.45 -1.45 0.98
1.00 -1.55 1.87
-0.21 0.84 -0.42
0.40 -0.79 -0.54
-0.29 -0.29 0.02
0.38 -0.34 -0.35
0.17 -0.35 -0.09
-0.16 1.13 -0.05
-0.08 0.14 -1.03
-0.92 -0.19 -0.07
-0.15 0.09 -0.28
0.58 -0.13 0.03
-0.58 0.19 -0.39
-0.63 -0.45 3.26
2.33 0.74 1.22
-0.96 -0.85 -2.29
-0.04 1.34 -0.73
0.66 -0.96 1.49
1.52 -0.97 -3.54
-1.00 0.52 2.99
-0.08 -0.23 -0.61
0.01 -0.11 -0.05
-0.15 0.21 -0.09
-0.53 0.27 -0.08
-0.27 -0.57 -0.12
-0.50 1.10 -0.59
-0.14 -0.03 0.17
0.18 -0.42 -0.42
0.18 0.20 -0.21
1.12 -1.13 0.01
-0.27 1.10 -3.33
0.72 -0.58 0.12
1.07 -0.77 2.16
-1.83 -1.10 0.04
1.45 1.90 -0.56
-0.79 1.41 0.37
-0.19 0.15 -0.26
0.00 0.42 -0.27
-0.02 0.19 0.47
0.00 -0.19 0.13
-0.38 -1.16 0.40
-0.23 0.25 0.34
-0.98 -0.66 0.31
-0.22 -0.19 0.15
0.13 0.35 -0.21
0.43 0.03 0.13
0.36 0.35 0.43
-0.80 -0.94 -0.15
1.27 -0.88 -0.32
-0.09 2.86 -0.92
1.50 0.42 1.32
-0.66 -1.38 0.16
-0.99 -0.04 -0.63
-0.60 -0.61 0.93
-0.03 -0.18 -0.09
0.01 -0.30 0.05
0.03 0.15 -0.20
0.56 0.63 0.15
-0.10 0.13 -0.06
-0.15 -0.15 0.21
-0.25 0.01 -0.89
-0.02 0.00 -0.13
-0.03 -0.07 0.13
0.81 -0.94 -0.01
-0.12 1.37 -0.90
0.28 0.48 0.37
-0.43 -0.17 -1.98
0.11 -0.90 0.90
-0.39 -0.56 0.04
0.09 -0.34 0.14
-0.14 0.22 0.08
-0.58 -0.14 0.57
0.33 -0.14 0.52
0.04 0.60 0.10
0.23 0.17 0.47
0.05 0.65 0.46
0.58 -0.47 -0.65
-0.47 0.37 0.07
-0.38 -0.21 -0.19
1.55 1.30 1.32
-1.35 -1.20 -1.57
-1.37 0.85 0.09
0.12 -0.18 1.25
-0.18 -0.20 -0.48
0.46 -0.66 0.62
0.32 0.26 -0.21
-0.41 -0.56 -0.20
0.11 -0.16 0.09
-0.09 -0.25 -0.01
0.37 0.21 -0.07
0.09 -0.10 0.01
0.02 0.23 -0.22
0.31 -0.01 -0.25
-0.06 0.66 -0.62
0.10 -0.19 0.27
0.29 -2.01 -0.38
-0.92 0.93 -0.85
-0.60 -0.58 0.00
-1.45 -0.22 -0.63
1.65 0.83 1.56
-1.17 -0.14 0.01
0.06 -0.02 0.68
0.28 0.24 -0.49
-0.04 0.72 0.09
0.65 -0.04 0.35
0.40 -0.28 -0.08
0.72 -0.01 0.42
-0.33 0.29 0.08
0.19 -0.18 -0.08
0.28 0.21 -0.03
0.00 0.27 -0.66
-0.30 0.89 0.57
0.68 0.46 -0.18
-0.13 0.12 -0.45
-0.97 -2.59 -0.35
0.57 0.49 0.98
0.13 -0.41 0.03
-0.09 0.12 -0.41
-0.09 -0.08 -0.21
0.31 -0.16 0.28
0.16 0.39 -0.29
0.05 0.27 0.30
-0.21 0.47 -0.49
-0.09 0.03 0.24